Record 1
C3H8NP in the gas phase. Source: the OMol25 dataset; level of theory: wB97M-V/def2-TZVPD.

Results
* <S²>: 2.01
* orbital gap (spin up / spin down): 0.2900 / 0.2873 hartree
* highest occupied orbital energy (spin up / spin down): -6.75 / -9.82 eV
* M: 89.08 g/mol
* 2S+1: 3

Cartesian coordinates (Å):
C (-1.13064, 0.78112, 0.58683)
C (-0.59399, -0.32140, -0.31561)
C (0.77352, -0.05926, -0.98142)
N (2.03707, -0.41797, -0.08928)
P (1.86648, -1.30256, 1.25119)
H (-1.56920, 1.56361, 0.06629)
H (-1.95476, 0.14955, 1.08914)
H (-0.40435, 1.21154, 1.27237)
H (-1.22226, -0.50026, -1.07367)
H (-0.41535, -1.26327, 0.25865)
H (0.94792, -0.73613, -1.81716)
H (0.81781, 1.05063, -1.32324)
H (3.22679, -1.12788, 1.66765)

These are the Löwdin partial charges, in e, on atoms 1 to 5: atom 1 (C): -0.106, atom 2 (C): -0.322, atom 3 (C): -0.264, atom 4 (N): -0.348, atom 5 (P): 0.659

***

Record 2
A molecular structure, C24H31N4O2ReS. Source: the OMol25 dataset; level of theory: wB97M-V/def2-TZVPD.

Results
* <S²>: 0.76
* orbital gap (spin up / spin down): 0.2334 / 0.2341 hartree
* charge: +1
* highest occupied orbital energy (spin up / spin down): -9.25 / -9.50 eV
* M: 625.81 g/mol
* 2S+1: 2

Cartesian coordinates (Å):
Re (0.34700, 0.14857, -0.24362)
C (1.31347, 0.42975, 2.45351)
C (2.31821, -0.59779, 1.91052)
N (2.28233, -0.66174, 0.41491)
C (2.53799, -2.01245, -0.12416)
C (1.22961, -2.73671, -0.29506)
C (1.09571, -4.10332, -0.43866)
C (-0.15715, -4.63125, -0.71660)
C (-1.24297, -3.77985, -0.84224)
C (-1.05246, -2.42076, -0.67818)
C (-2.13995, -1.39763, -0.88961)
N (-1.82668, -0.14013, -0.15513)
C (-2.27725, -0.18017, 1.27612)
C (-1.28582, 0.52737, 2.19299)
N (0.01878, -0.09840, 1.92452)
N (0.16632, -1.92113, -0.39961)
H (0.54846, 2.38763, 2.18585)
H (1.34417, 0.39203, 3.54700)
H (2.03587, -1.58780, 2.28185)
H (3.32853, -0.40090, 2.25541)
H (2.95364, 0.00621, 0.04274)
H (3.22753, -2.57473, 0.50886)
H (2.99682, -1.90128, -1.10927)
H (1.96355, -4.74209, -0.34883)
H (-0.28397, -5.69754, -0.84226)
H (-2.22922, -4.16201, -1.06708)
H (-3.11022, -1.79650, -0.58627)
H (-2.18077, -1.15352, -1.95282)
H (-2.29119, 0.62499, -0.63686)
H (-2.34458, -1.23354, 1.56084)
H (-3.27612, 0.24624, 1.36982)
H (-1.59791, 0.42518, 3.23647)
H (-1.23304, 1.58587, 1.94707)
H (-0.04887, -1.07711, 2.19974)
O (-0.10167, 4.37948, -0.44374)
C (0.01230, 3.32462, -0.98635)
O (0.17627, 2.22658, -0.12048)
C (-0.00655, 3.11862, -2.45010)
C (-0.20809, 4.31602, -3.16018)
C (-0.23856, 4.35252, -4.53387)
C (-0.06078, 3.16721, -5.23970)
C (0.13717, 1.98325, -4.56428)
C (0.16785, 1.91935, -3.16318)
S (0.47560, 0.29077, -2.56786)
H (-0.33518, 5.22228, -2.58573)
H (-0.39285, 5.28843, -5.05206)
H (-0.07428, 3.16761, -6.32189)
H (0.28000, 1.06503, -5.11893)
C (2.35152, 2.97078, 3.98006)
C (2.59818, 2.73928, 2.48656)
C (2.52226, 4.08501, 1.76079)
C (4.00058, 2.16247, 2.28859)
C (1.46376, 1.85472, 1.90219)
C (1.47786, 1.73691, 0.37272)
H (3.09760, 3.65774, 4.38214)
H (2.41845, 2.04838, 4.56175)
H (1.36806, 3.41508, 4.15125)
H (3.23124, 4.78697, 2.20277)
H (1.52246, 4.51865, 1.82946)
H (2.76296, 3.96989, 0.70330)
H (4.74457, 2.91975, 2.54006)
H (4.16554, 1.87727, 1.24615)
H (4.19620, 1.30954, 2.94069)

These are the Löwdin partial charges, in e, on atoms 1 to 5: atom 1 (Re): 1.178, atom 2 (C): -0.237, atom 3 (C): -0.105, atom 4 (N): -0.147, atom 5 (C): -0.103

***

Record 3
9 unconnected molecules or ions with the total composition C20H60BrNO10Si. Source: the OMol25 dataset; level of theory: wB97M-V/def2-TZVPD.

Results
* orbital gap: 0.3700 hartree
* highest occupied orbital energy: -9.59 eV
* M: 582.69 g/mol
* SMILES string: CCOCCO[Si@@H](N)Br.CCO.CCO.CCO.CCO.CCO.CCO.CCO.CCO

Cartesian coordinates (Å):
C (-1.48462, -2.83651, -0.01749)
C (-1.42041, -1.90596, 1.17997)
O (-0.60821, -0.77246, 0.94835)
C (0.75454, -1.05293, 0.77446)
C (1.59041, 0.11665, 1.25159)
O (1.27112, 0.55169, 2.57429)
Si (1.25482, -0.54271, 3.77950)
N (2.66798, -1.50754, 3.73964)
Br (1.18206, 0.56982, 5.68320)
H (-1.56734, -2.26748, -0.94359)
H (-2.33158, -3.51850, 0.06515)
H (-0.58048, -3.44398, -0.09001)
H (-1.06053, -2.44275, 2.06664)
H (-2.40750, -1.51084, 1.41706)
H (1.01958, -1.98402, 1.29567)
H (0.99513, -1.18655, -0.29232)
H (2.64015, -0.17883, 1.20374)
H (1.47713, 0.95943, 0.57562)
H (0.01845, -1.34434, 3.76542)
H (2.54242, -2.42591, 4.14965)
H (3.10607, -1.62901, 2.82979)
C (-2.07363, -5.64003, 3.07671)
C (-0.67760, -5.78687, 2.50356)
O (0.25047, -4.88033, 3.09970)
H (-2.43457, -4.62008, 2.93958)
H (-2.76861, -6.32471, 2.58866)
H (-2.08004, -5.86254, 4.14621)
H (-0.68018, -5.55211, 1.43943)
H (-0.32119, -6.81590, 2.61693)
H (0.28596, -5.07194, 4.04283)
C (4.64402, -4.58263, -0.09887)
C (4.23441, -3.73080, 1.08452)
O (3.86616, -2.40429, 0.69974)
H (5.47397, -4.12030, -0.63316)
H (4.95058, -5.57612, 0.23055)
H (3.81138, -4.70402, -0.79566)
H (5.06645, -3.60201, 1.77659)
H (3.41405, -4.20712, 1.63363)
H (3.12409, -2.46672, 0.08713)
C (-3.11704, 1.36877, 1.97928)
C (-3.52957, 2.07560, 3.25284)
O (-3.73679, 1.17326, 4.33767)
H (-3.87611, 0.63958, 1.68705)
H (-2.99273, 2.08622, 1.16725)
H (-2.17001, 0.84030, 2.11803)
H (-4.47969, 2.58837, 3.11360)
H (-2.78200, 2.82847, 3.52510)
H (-2.90329, 0.72185, 4.51031)
C (-5.70509, 4.75970, -1.45296)
C (-5.27296, 3.55376, -0.64172)
O (-5.00010, 3.87172, 0.71657)
H (-4.94413, 5.53910, -1.41083)
H (-5.86866, 4.48636, -2.49649)
H (-6.63961, 5.17260, -1.06620)
H (-4.33726, 3.14741, -1.02864)
H (-6.02542, 2.75999, -0.70751)
H (-5.80365, 4.21857, 1.11841)
C (3.62092, 1.43456, -3.59727)
C (3.12772, 2.10122, -2.32944)
O (3.18954, 1.22354, -1.19680)
H (3.04394, 0.53283, -3.80752)
H (3.52641, 2.11218, -4.44693)
H (4.67425, 1.15567, -3.50850)
H (2.07479, 2.36194, -2.42799)
H (3.69575, 3.01071, -2.12362)
H (4.10392, 0.94955, -1.07083)
C (-3.13194, -1.87653, -5.24841)
C (-2.93718, -2.19784, -3.77987)
O (-1.59561, -2.55447, -3.46844)
H (-2.83381, -2.72333, -5.86664)
H (-4.17658, -1.64180, -5.45783)
H (-2.52995, -1.01182, -5.53830)
H (-3.53422, -3.06329, -3.49235)
H (-3.26159, -1.35383, -3.15980)
H (-1.02762, -1.81004, -3.69593)
C (-1.67941, 0.95890, -1.79137)
C (-0.76485, 2.16475, -1.72221)
O (-0.27472, 2.55484, -3.00464)
H (-1.15432, 0.11517, -2.24460)
H (-1.99730, 0.65991, -0.79326)
H (-2.56752, 1.17863, -2.39242)
H (0.12327, 1.93762, -1.13268)
H (-1.27612, 3.00308, -1.23741)
H (-1.03253, 2.77270, -3.55723)
C (4.96564, 5.90068, 0.54813)
C (5.72688, 5.35095, -0.64167)
O (4.88154, 5.08226, -1.75579)
H (4.17973, 5.20818, 0.84942)
H (5.63424, 6.05926, 1.39535)
H (4.50331, 6.85996, 0.30341)
H (6.18030, 4.39109, -0.39417)
H (6.53497, 6.03195, -0.92982)
H (4.45720, 5.90504, -2.02060)

These are the Löwdin partial charges, in e, on atoms 1 to 5: atom 1 (C): -0.060, atom 2 (C): -0.271, atom 3 (O): -0.176, atom 4 (C): -0.235, atom 5 (C): -0.215

***

Record 4
9 unconnected molecules or ions with the total composition C25H76O33P8. Source: the OMol25 dataset; level of theory: wB97M-V/def2-TZVPD.

Results
* orbital gap: 0.3853 hartree
* highest occupied orbital energy: -10.20 eV
* M: 1152.64 g/mol
* SMILES string: COP(=O)(OC)OC.COP(=O)(OC)OC.COP(=O)(OC)OC.COP(=O)(OC)OC.COP(=O)(OC)OC.COP(=O)(OC)OC.COP(=O)(OC)OC.COP(=O)(OC)OC.CO

Cartesian coordinates (Å):
C (21.21173, 23.95614, -16.56818)
O (21.19990, 23.21651, -17.80398)
P (21.33308, 21.64545, -17.88182)
O (20.88991, 20.91736, -16.61933)
O (20.61868, 21.14618, -19.28820)
C (20.89960, 21.81108, -20.56159)
O (22.90667, 21.50370, -18.27941)
C (23.88834, 22.00545, -17.31722)
H (22.16455, 24.46172, -16.41106)
H (21.10121, 23.36633, -15.65824)
H (20.45375, 24.73848, -16.60606)
H (21.31002, 22.81526, -20.45541)
H (20.00451, 21.83008, -21.18330)
H (21.63061, 21.31414, -21.19943)
H (24.45346, 22.88029, -17.63889)
H (24.63656, 21.24418, -17.09669)
H (23.40448, 22.44133, -16.44315)
C (23.02686, 18.51848, -18.38027)
O (23.27180, 17.18415, -18.70014)
P (22.10832, 16.04428, -18.59992)
O (22.61827, 14.63818, -18.49279)
O (21.10109, 16.28260, -19.88207)
C (21.57810, 16.63206, -21.20287)
O (21.23934, 16.47386, -17.28282)
C (21.72392, 16.28789, -15.96381)
H (22.09496, 18.60603, -17.82167)
H (22.97059, 19.11421, -19.29139)
H (23.78587, 19.07463, -17.83009)
H (20.78585, 16.88632, -21.90694)
H (22.16682, 15.85164, -21.68500)
H (22.19508, 17.51277, -21.02459)
H (21.88095, 17.20906, -15.40257)
H (22.76505, 15.97752, -15.87443)
H (21.08376, 15.54788, -15.48367)
C (14.94532, 23.87525, -21.67828)
O (15.63822, 23.35746, -20.53284)
P (16.35252, 21.98213, -20.72541)
O (16.88384, 21.82789, -22.10143)
O (15.26321, 20.82983, -20.33294)
C (15.42931, 19.40185, -20.47953)
O (17.43823, 21.89761, -19.53033)
C (17.35621, 22.53021, -18.25706)
H (14.02617, 24.25976, -21.23636)
H (14.94096, 23.26560, -22.58175)
H (15.52576, 24.75126, -21.96797)
H (16.38211, 19.15032, -20.94537)
H (14.64192, 18.85447, -20.99770)
H (15.32555, 19.00578, -19.46940)
H (16.34564, 22.91885, -18.13163)
H (18.07668, 23.34654, -18.20538)
H (17.70658, 21.79470, -17.53296)
C (16.27662, 11.83206, -21.82959)
O (17.08738, 12.93626, -21.42503)
P (17.01581, 13.56858, -19.90698)
O (16.51683, 12.74937, -18.75587)
O (18.54884, 14.08782, -19.78708)
C (19.72208, 13.55043, -20.36312)
O (16.13549, 14.92740, -20.25637)
C (16.22935, 15.68721, -21.43526)
H (15.56463, 11.47671, -21.08466)
H (16.90458, 11.01613, -22.18731)
H (15.61458, 12.13726, -22.64000)
H (19.51340, 12.55651, -20.75918)
H (20.56138, 13.26721, -19.72794)
H (20.09484, 14.10808, -21.22227)
H (17.27426, 15.84138, -21.70473)
H (15.79032, 16.67778, -21.31669)
H (15.72611, 15.18215, -22.25972)
C (18.18122, 23.16845, -24.58262)
O (19.06692, 23.74666, -25.59262)
P (18.93795, 25.36836, -25.77750)
O (19.53880, 26.18813, -24.66564)
O (19.66924, 25.61858, -27.24670)
C (20.98556, 25.95469, -27.33853)
O (17.37402, 25.65693, -26.16592)
C (16.50968, 26.28296, -25.17443)
H (17.20741, 23.65570, -24.53318)
H (18.61867, 23.31395, -23.59494)
H (18.09273, 22.12026, -24.86792)
H (21.58029, 25.34030, -26.66250)
H (21.15695, 27.02039, -27.18673)
H (21.23625, 25.68412, -28.36424)
H (15.58381, 25.71119, -25.11161)
H (16.30091, 27.27554, -25.57347)
H (16.98657, 26.30732, -24.19463)
C (17.68947, 15.64330, -16.51916)
O (17.66009, 17.02788, -16.06452)
P (16.46961, 17.94446, -16.54486)
O (15.12739, 17.33935, -16.70191)
O (16.50480, 19.08911, -15.38345)
C (17.72236, 19.67503, -14.84677)
O (17.04694, 18.66010, -17.91618)
C (18.48417, 18.73378, -18.15436)
H (16.84524, 15.28438, -17.10782)
H (18.06208, 14.97184, -15.74567)
H (18.43758, 15.52276, -17.30285)
H (17.59298, 19.49264, -13.77996)
H (17.75834, 20.75235, -15.00843)
H (18.63814, 19.20868, -15.20992)
H (18.78403, 18.05360, -18.95169)
H (19.16380, 18.53210, -17.32647)
H (18.70910, 19.66826, -18.66843)
C (12.83949, 15.53038, -23.02813)
O (13.28019, 16.86698, -22.78337)
P (13.88866, 17.61234, -24.09974)
O (12.95598, 17.63055, -25.23404)
O (14.36584, 19.03703, -23.55222)
C (15.17551, 19.96636, -24.24793)
O (15.25875, 16.75006, -24.32372)
C (15.40038, 15.81966, -25.35520)
H (13.66127, 14.83488, -23.19868)
H (11.99062, 15.46610, -23.70881)
H (12.45509, 15.14696, -22.08293)
H (16.14391, 19.83102, -23.76622)
H (14.99873, 21.00765, -23.97862)
H (15.19648, 19.78006, -25.32164)
H (14.40237, 15.81325, -25.79347)
H (15.55426, 14.93608, -24.73570)
H (16.19703, 15.99407, -26.07833)
C (25.63348, 22.60897, -26.97756)
O (24.57704, 21.67032, -27.22432)
P (23.03139, 21.83127, -26.64900)
O (22.72566, 22.94797, -25.62668)
O (22.29970, 21.97248, -28.07739)
C (22.75583, 23.00238, -28.94528)
O (22.61118, 20.30982, -26.14390)
C (21.63646, 20.06305, -25.27828)
H (25.29669, 23.45358, -27.57859)
H (26.63744, 22.26465, -27.22570)
H (25.77126, 22.87509, -25.92954)
H (23.22652, 23.82181, -28.40201)
H (21.84911, 23.35556, -29.43641)
H (23.44870, 22.75964, -29.75098)
H (21.54620, 18.98036, -25.19085)
H (20.71725, 20.60598, -25.49837)
H (22.03183, 20.53195, -24.37708)
C (19.12600, 19.16428, -22.51420)
O (18.82832, 20.32084, -23.27197)
H (20.04915, 18.79104, -22.95777)
H (19.35623, 19.26415, -21.45343)
H (18.44405, 18.34383, -22.73791)
H (17.94576, 20.59448, -23.01089)

These are the Löwdin partial charges, in e, on atoms 1 to 5: atom 1 (C): -0.089, atom 2 (O): -0.223, atom 3 (P): 0.476, atom 4 (O): -0.268, atom 5 (O): -0.240

***

no.,maximum force (eV Å⁻¹),calculated total energy (Ha)
1,5.01,-515.0550
2,0.90,-1778.8827
3,0.43,-4468.6916
4,7.42,-6212.4296